P | The following is a quantum chemistry calculation of a structure of composition C24H23N5OReSe, from the OMol25 dataset.

Computed properties:
net charge = +4
E_LUMO (spin up / spin down) = -14.339 / -14.428 eV
Kohn-Sham gap (spin up / spin down) = 5.129 / 5.037 eV
⟨S²⟩ = 0.755
spin multiplicity = 2

Element x y z (Å)
Re: -0.24 1.15 0.78
C: 3.49 1.68 2.78
C: 4.21 2.45 1.88
C: 3.61 2.90 0.70
C: 2.30 2.57 0.44
N: 1.59 1.78 1.32
C: 2.19 1.35 2.46
C: 1.47 3.09 -0.66
C: 1.82 4.00 -1.64
C: 0.80 4.53 -2.44
C: -0.53 4.20 -2.18
C: -0.81 3.28 -1.19
N: 0.20 2.70 -0.52
C: -2.13 2.93 -0.61
C: -3.33 3.46 -1.02
C: -4.48 3.23 -0.27
C: -4.40 2.49 0.90
C: -3.18 1.94 1.25
N: -2.07 2.12 0.51
H: 3.92 1.33 3.71
H: 5.24 2.72 2.09
H: 4.17 3.53 0.01
H: 1.59 0.73 3.13
H: 2.84 4.33 -1.77
H: 1.04 5.24 -3.22
H: -1.33 4.68 -2.74
H: -3.37 4.08 -1.91
H: -5.43 3.66 -0.58
H: -5.26 2.33 1.53
H: -3.09 1.36 2.16
C: 0.34 -2.84 -3.00
N: 0.45 -3.02 -1.55
C: 0.43 -2.09 -0.59
Se: 0.36 -0.23 -0.99
N: 0.56 -2.70 0.60
C: 0.66 -4.06 0.41
C: 0.82 -5.12 1.31
C: 0.89 -6.37 0.75
C: 0.82 -6.58 -0.64
C: 0.67 -5.54 -1.53
C: 0.59 -4.26 -0.97
H: 0.34 -1.78 -3.26
H: -0.58 -3.30 -3.35
H: 1.20 -3.32 -3.48
H: 0.60 -2.23 1.49
H: 0.88 -4.97 2.38
H: 1.01 -7.23 1.40
H: 0.88 -7.59 -1.02
H: 0.61 -5.72 -2.59
C: -2.24 -1.38 1.36
O: -1.23 -0.43 1.88
H: -3.23 -0.92 1.38
H: -2.23 -2.27 1.99
H: -1.96 -1.62 0.34
H: -1.46 -0.26 2.81

Mulliken atomic charge list, values in e, 6 entries: Re 0.74; C -0.85; C -0.44; C -0.61; C 0.65; N 0.02



Q | The following is a quantum chemistry calculation of a structure of composition C24H23N5OReSe, from the OMol25 dataset.

Computed properties:
net charge = +4
E_LUMO (spin up / spin down) = -14.820 / -14.942 eV
Kohn-Sham gap (spin up / spin down) = 4.915 / 4.587 eV
⟨S²⟩ = 0.805
spin multiplicity = 2

Element x y z (Å)
Re: -0.48 1.10 0.44
C: 3.57 1.00 1.99
C: 4.25 1.85 1.13
C: 3.55 2.55 0.15
C: 2.18 2.39 0.06
N: 1.52 1.51 0.87
C: 2.21 0.84 1.82
C: 1.27 3.17 -0.78
C: 1.57 4.24 -1.60
C: 0.52 5.00 -2.11
C: -0.79 4.74 -1.73
C: -1.03 3.66 -0.90
N: -0.01 2.85 -0.52
C: -2.30 3.34 -0.21
C: -3.47 4.05 -0.37
C: -4.55 3.76 0.46
C: -4.42 2.79 1.44
C: -3.23 2.09 1.53
N: -2.19 2.33 0.71
H: 4.07 0.46 2.78
H: 5.32 1.98 1.23
H: 4.06 3.25 -0.50
H: 1.63 0.19 2.47
H: 2.60 4.51 -1.81
H: 0.73 5.84 -2.76
H: -1.59 5.39 -2.05
H: -3.55 4.83 -1.11
H: -5.48 4.31 0.35
H: -5.22 2.57 2.13
H: -3.09 1.34 2.29
C: 1.29 -3.14 -2.72
N: 0.97 -3.24 -1.29
C: 0.57 -2.26 -0.46
Se: 0.37 -0.49 -1.05
N: 0.38 -2.80 0.76
C: 0.66 -4.15 0.73
C: 0.63 -5.15 1.71
C: 1.00 -6.40 1.29
C: 1.38 -6.68 -0.05
C: 1.42 -5.71 -1.01
C: 1.05 -4.42 -0.59
H: 1.26 -2.10 -3.04
H: 0.56 -3.72 -3.29
H: 2.29 -3.53 -2.88
H: 0.06 -2.30 1.57
H: 0.34 -4.95 2.73
H: 0.99 -7.22 2.00
H: 1.65 -7.70 -0.30
H: 1.71 -5.92 -2.03
C: -2.89 -1.12 0.08
O: -1.83 -0.56 0.96
H: -3.78 -0.51 0.16
H: -3.08 -2.14 0.38
H: -2.50 -1.09 -0.94
H: -2.15 -0.61 1.87

Mulliken atomic charge list, values in e, 6 entries: Re 0.76; C -0.86; C -0.53; C -0.62; C 0.92; N -0.02



Ordering by calculated energy gives the sequence P, Q, with the first entry being the most stable.